Record 1
Below is an isolated ion of composition C26H40NO and charge +1, with properties calculated with wB97M-V/def2-TZVPD.

```
68
C26H40NO | OMol25 | wB97M-V/def2-TZVPD
C 1.701 3.421 -6.065
C 1.524 1.907 -6.097
C 0.088 1.456 -5.794
C -0.133 0.978 -4.358
C 0.070 2.077 -3.308
C -0.239 1.575 -1.929
C -1.520 1.663 -1.404
C -1.806 1.194 -0.131
C -0.804 0.627 0.643
O -1.002 0.110 1.903
C -2.202 0.409 2.581
C -2.121 -0.157 4.003
C -1.481 -1.544 4.096
C -2.228 -2.663 3.358
N -2.062 -2.582 1.915
C -0.837 -2.723 1.390
C -0.607 -2.554 0.047
C -1.658 -2.219 -0.811
C -1.426 -1.944 -2.242
C -2.933 -2.138 -0.240
C -3.100 -2.319 1.112
C 0.497 0.520 0.132
C 1.602 -0.023 0.991
C 2.073 1.040 1.993
C 3.195 0.545 2.904
C 2.752 -0.535 3.889
C 3.856 -0.874 4.882
C 0.751 0.993 -1.143
H 1.070 3.889 -6.818
H 2.734 3.683 -6.280
H 1.438 3.836 -5.096
H 2.211 1.441 -5.386
H 1.806 1.556 -7.091
H -0.176 0.628 -6.456
H -0.601 2.275 -6.010
H -1.157 0.600 -4.276
H 0.549 0.150 -4.147
H 1.105 2.417 -3.342
H -0.581 2.919 -3.547
H -2.308 2.119 -1.985
H -2.809 1.299 0.249
H -3.062 -0.020 2.047
H -2.351 1.495 2.631
H -1.515 0.515 4.612
H -3.127 -0.171 4.424
H -1.440 -1.823 5.150
H -0.457 -1.476 3.730
H -1.838 -3.628 3.692
H -3.292 -2.619 3.595
H -0.041 -2.981 2.072
H 0.394 -2.664 -0.339
H -0.627 -2.563 -2.641
H -2.329 -2.082 -2.831
H -1.112 -0.901 -2.344
H -3.791 -1.916 -0.855
H -4.076 -2.253 1.570
H 2.443 -0.325 0.366
H 1.241 -0.892 1.542
H 2.423 1.911 1.434
H 1.224 1.354 2.601
H 3.574 1.396 3.473
H 4.019 0.165 2.296
H 1.870 -0.184 4.433
H 2.475 -1.443 3.346
H 4.742 -1.228 4.360
H 3.532 -1.651 5.571
H 4.130 0.004 5.461
H 1.758 0.927 -1.529
```

Output
Net charge: +1
Gap between HOMO and LUMO: 0.2706 Ha
SMILES: CCCCCc1ccc(OCCCC[n+]2ccc(C)cc2)c(CCCCC)c1
Energy relative to the best compared isomer or geometry (same formula, charge and spin): 0.15 kcal per mole
HOMO: -10.99 eV

Results of the natural (NBO) charge analysis, in e, for atoms 1 through 8: C -0.603; C -0.401; C -0.397; C -0.375; C -0.432; C -0.026; C -0.206; C -0.309

Record 2
Below is a 4-piece molecular cluster, C26H41BF5O7S2 overall, with properties calculated with wB97M-V/def2-TZVPD.

```
82
C26H41BF5O7S2 | OMol25 | wB97M-V/def2-TZVPD
O 3.300 0.402 -1.952
C 2.167 0.968 -2.103
O 2.201 2.301 -2.575
C 0.882 0.139 -1.689
C 0.324 -0.938 -2.717
B 0.715 -0.802 -4.294
C 2.250 -1.318 -4.556
C 3.286 -0.233 -5.105
C 4.837 -0.727 -4.974
S 5.992 0.649 -4.453
C 0.296 0.589 -5.031
C -0.386 1.814 -4.333
C -0.805 3.116 -5.105
C -0.568 3.265 -6.629
C 0.104 2.069 -7.351
C 0.503 0.795 -6.583
S -0.389 -2.127 -5.179
O 0.085 -2.457 -6.575
O -1.751 -1.440 -5.340
C -0.719 -3.637 -4.124
F -1.719 -3.323 -3.154
F 0.447 -4.237 -3.565
C -1.387 -4.786 -5.067
F -0.302 -5.422 -5.755
F -2.160 -5.717 -4.333
F -2.224 -4.269 -6.072
H 3.160 2.553 -2.591
H 1.152 -0.417 -0.713
H 0.064 0.891 -1.367
H 0.667 -1.978 -2.340
H -0.832 -0.917 -2.651
H 2.335 -2.241 -5.245
H 2.656 -1.679 -3.531
H 3.156 0.827 -4.712
H 3.112 -0.162 -6.248
H 4.930 -1.661 -4.323
H 5.199 -1.046 -6.025
H 6.601 0.169 -3.299
H -0.638 1.799 -3.228
H -1.299 3.979 -4.537
H -0.888 4.184 -7.223
H 0.310 2.122 -8.481
H 0.994 -0.055 -7.173
C -0.292 -2.151 2.921
C -0.988 -0.898 3.403
C -0.786 0.044 2.234
O -0.736 -0.765 1.052
C -0.616 -2.140 1.440
H -0.626 -3.061 3.423
H 0.789 -2.055 3.068
H -2.056 -1.097 3.542
H -0.589 -0.506 4.340
H 0.166 0.580 2.315
H -1.592 0.777 2.143
H -1.575 -2.629 1.239
H 0.155 -2.626 0.837
C 2.082 0.460 7.148
C 1.290 0.590 8.428
C -0.115 0.264 7.964
O 0.009 -0.656 6.870
C 1.385 -0.698 6.461
H 3.147 0.282 7.306
H 1.972 1.370 6.549
H 1.628 -0.160 9.151
H 1.367 1.573 8.895
H -0.629 1.158 7.593
H -0.724 -0.185 8.753
H 1.800 -1.659 6.783
H 1.447 -0.639 5.372
C -4.084 1.656 4.372
C -4.877 2.943 4.420
C -4.308 3.619 5.652
O -2.942 3.197 5.763
C -2.720 2.109 4.855
H -4.054 1.194 3.384
H -4.508 0.932 5.076
H -4.662 3.544 3.531
H -5.957 2.792 4.477
H -4.832 3.299 6.560
H -4.352 4.709 5.591
H -2.111 2.484 4.026
H -2.169 1.314 5.361
```

Output
Net charge: -1
Gap between HOMO and LUMO: 0.2713 Ha
HOMO: -5.38 eV

Results of the Mulliken charge analysis, in e, for atoms 1 through 8: O -0.585; C 0.378; O -0.446; C 0.099; C -0.784; B 0.170; C -0.703; C -0.401

Record 3
Below is C26H41BrN6P2V as an isolated structure, with properties calculated with wB97M-V/def2-TZVPD.

```
77
C26H41BrN6P2V | OMol25 | wB97M-V/def2-TZVPD
C 1.794 3.760 0.026
C 0.810 3.002 -0.667
C 0.901 3.009 -2.086
C 1.937 3.715 -2.703
N 2.881 4.414 -2.045
C 2.780 4.430 -0.701
C -0.173 2.235 0.014
C -1.257 1.833 0.564
C -2.610 2.121 0.965
C -3.410 1.121 1.563
C -4.726 1.377 1.960
C -5.259 2.659 1.759
C -4.491 3.677 1.167
C -3.178 3.406 0.775
V 0.021 0.118 0.688
P 2.225 -0.423 0.094
H 0.168 2.457 -2.683
H 1.779 3.801 1.119
H 2.014 3.715 -3.800
H 3.544 5.013 -0.167
H -2.573 4.193 0.314
H -2.964 0.132 1.707
H -4.923 4.671 1.018
H -5.334 0.594 2.421
C 2.813 -2.167 0.454
C 3.964 -2.767 -0.365
H 1.908 -2.792 0.346
H 3.051 -2.181 1.535
H 4.154 -3.810 -0.053
H 3.721 -2.785 -1.442
H 4.902 -2.204 -0.240
C 2.540 -0.175 -1.737
C 3.928 0.242 -2.237
H 1.805 0.597 -2.026
H 2.208 -1.110 -2.224
H 3.901 0.392 -3.332
H 4.243 1.200 -1.790
H 4.701 -0.514 -2.022
C 3.465 0.695 0.940
C 4.934 0.275 1.070
H 3.037 0.865 1.942
H 3.371 1.662 0.414
H 5.501 1.049 1.619
H 5.036 -0.668 1.636
H 5.421 0.139 0.091
Br -7.053 3.028 2.297
P -1.358 -1.280 -0.688
C -0.443 -2.361 -1.922
C -1.117 -3.585 -2.555
H 0.463 -2.685 -1.379
H -0.086 -1.662 -2.702
H -0.407 -4.108 -3.221
H -1.437 -4.309 -1.786
H -2.000 -3.314 -3.155
C -2.512 -2.486 0.181
C -3.822 -2.928 -0.483
H -2.741 -2.002 1.146
H -1.879 -3.357 0.439
H -4.387 -3.595 0.194
H -4.468 -2.060 -0.701
H -3.656 -3.473 -1.425
C -2.496 -0.224 -1.741
C -3.017 -0.736 -3.089
H -1.925 0.710 -1.891
H -3.332 0.058 -1.075
H -3.625 0.046 -3.580
H -2.189 -0.984 -3.775
H -3.651 -1.632 -2.983
N -0.878 -1.998 5.589
N -0.351 -1.181 4.600
N 0.486 -0.185 4.839
C 0.724 0.344 3.625
N 0.039 -0.336 2.687
N -0.635 -1.285 3.312
H -1.535 -2.750 5.346
H -0.621 -1.844 6.575
H 1.354 1.202 3.439
```

Output
Net charge: +4
Expectation value of S²: 0.89
Gap between HOMO and LUMO (spin up / spin down): 0.1446 / 0.1182 Ha
HOMO (spin up / spin down): -19.18 / -18.82 eV
Multiplicity: 2

Results of the Mulliken charge analysis, in e, for atoms 1 through 8: C -0.397; C 0.660; C -0.089; C -0.597; N -0.388; C -0.388; C 0.645; C -0.981

Record 4
Below is a 11-piece molecular cluster, C26H41Cl30F3NO2Si overall, with properties calculated with wB97M-V/def2-TZVPD.

```
104
C26H41Cl30F3NO2Si | OMol25 | wB97M-V/def2-TZVPD
C 1.326 -3.048 3.793
C 1.950 -1.541 3.422
C 2.325 -0.870 4.907
C 0.719 -0.646 2.821
C 1.210 0.544 1.756
C 1.633 1.824 2.687
C 1.738 3.258 1.902
O 2.696 3.261 0.762
C 2.676 4.644 0.261
C 4.104 5.192 -0.330
F 5.305 4.695 0.382
F 4.114 6.691 -0.166
F 4.160 4.971 -1.821
Si -0.350 0.871 0.626
C -0.016 2.153 -0.789
C -0.910 -0.773 -0.294
C -1.827 1.337 1.785
C 2.383 -0.010 0.753
C 2.914 -1.523 1.088
C 2.003 -2.738 0.475
C 4.405 -1.653 0.340
N 3.193 -1.604 2.570
O 4.159 -0.761 2.973
H 1.235 -3.138 4.980
H 0.247 -3.209 3.370
H 2.002 -3.923 3.405
H 1.346 -0.882 5.590
H 2.637 0.260 4.829
H 3.210 -1.490 5.413
H 0.213 -0.103 3.756
H -0.145 -1.316 2.358
H 2.728 1.588 3.097
H 0.959 1.947 3.657
H 2.192 4.034 2.687
H 0.682 3.726 1.602
H 2.284 5.443 1.025
H 1.908 4.657 -0.651
H -0.264 3.264 -0.482
H -0.649 1.796 -1.729
H 1.129 2.073 -1.085
H -1.930 -0.577 -0.882
H -1.133 -1.653 0.444
H -0.081 -1.166 -1.043
H -2.369 0.307 2.047
H -1.412 1.739 2.817
H -2.605 2.050 1.279
H 3.341 0.699 0.816
H 2.053 0.018 -0.388
H 1.878 -2.619 -0.705
H 2.492 -3.779 0.700
H 0.895 -2.683 0.901
H 4.972 -2.521 0.921
H 4.240 -1.944 -0.804
H 5.014 -0.660 0.461
C -2.715 -1.131 -4.020
Cl -1.344 -0.833 -5.102
Cl -2.347 -2.453 -2.899
Cl -3.135 0.342 -3.128
H -3.576 -1.423 -4.627
C 2.563 -1.177 8.737
Cl 4.063 -0.968 7.817
Cl 1.555 -2.437 8.005
Cl 2.920 -1.570 10.427
H 2.009 -0.235 8.711
C -3.076 4.554 -2.294
Cl -3.521 3.207 -1.232
Cl -1.794 5.530 -1.557
Cl -2.566 3.953 -3.881
H -3.956 5.189 -2.432
C -2.853 -6.108 -5.079
Cl -2.091 -4.546 -5.421
Cl -4.265 -5.896 -4.031
Cl -3.313 -6.919 -6.586
H -2.128 -6.738 -4.557
C 4.719 -5.467 7.610
Cl 3.348 -6.588 7.651
Cl 4.788 -4.625 6.052
Cl 4.611 -4.302 8.941
H 5.639 -6.044 7.731
C 2.470 -2.318 -6.599
Cl 1.469 -0.873 -6.375
Cl 2.185 -3.480 -5.292
Cl 2.146 -3.061 -8.175
H 3.520 -2.017 -6.570
C 1.841 0.035 -10.986
Cl 1.733 -0.134 -9.226
Cl 3.526 -0.090 -11.521
Cl 0.841 -1.187 -11.791
H 1.465 1.023 -11.262
C -3.033 2.617 5.643
Cl -4.012 2.750 4.172
Cl -1.503 1.791 5.300
Cl -2.733 4.219 6.338
H -3.589 2.023 6.373
C -6.704 3.824 -4.874
Cl -6.047 2.645 -6.023
Cl -8.439 3.557 -4.633
Cl -5.840 3.735 -3.330
H -6.564 4.825 -5.290
C -10.741 0.087 -3.865
Cl -9.370 0.384 -4.947
Cl -10.374 -1.236 -2.744
Cl -11.161 1.559 -2.973
H -11.602 -0.206 -4.472
```

Output
Net charge: 0
Expectation value of S²: 0.75
Gap between HOMO and LUMO (spin up / spin down): 0.3210 / 0.3417 Ha
HOMO (spin up / spin down): -8.54 / -9.27 eV
Multiplicity: 2

Results of the Mulliken charge analysis, in e, for atoms 1 through 8: C -1.162; C 1.241; C -0.799; C -1.535; C 2.229; C -0.713; C -0.559; O -0.264

What is the net charge in the second record?
-1